# 1
Formula: C40H87N5O5
Source: OMol25
Level of theory: ωB97M-V with the def2-TZVPD basis set

The calculation puts the HOMO energy at -8.1 eV. Its SMILES is CC1(C)CCCC(C)(C)N1O.CC1(C)CCCC(C)(C)N1O.CC1(C)CCCC(C)(C)N1O.CC1(C)CCCC(C)(C)N1O.COC[C@H](C)N. As for the gap between HOMO and LUMO: 8.694 eV. The energy relative to the best compared isomer or geometry (same formula, charge and spin) comes out at 26.0 kJ/mol. As for the LUMO energy: 0.6 eV.

Geometry as ORCA input:
```
! RIJCOSX wB97M-V def2-TZVPD def2/J DEFGRID3
* xyz 0 1
C -2.492 -5.799 -1.809
C -3.696 -4.980 -2.304
C -4.203 -5.631 -3.597
C -4.797 -5.086 -1.225
C -5.813 -3.948 -1.303
C -5.021 -2.643 -1.196
C -4.075 -2.435 -2.376
C -4.839 -2.178 -3.670
C -3.197 -1.213 -2.054
N -3.202 -3.597 -2.469
O -2.356 -3.477 -3.598
H -2.084 -5.438 -0.866
H -2.796 -6.828 -1.599
H -1.719 -5.775 -2.579
H -5.148 -5.196 -3.926
H -3.507 -5.468 -4.423
H -4.283 -6.709 -3.464
H -5.304 -6.037 -1.380
H -4.316 -5.017 -0.248
H -6.385 -3.937 -2.233
H -6.502 -3.977 -0.456
H -4.410 -2.759 -0.290
H -5.614 -1.739 -1.053
H -5.524 -1.330 -3.641
H -5.449 -3.027 -3.998
H -4.121 -2.090 -4.489
H -3.775 -0.313 -1.834
H -2.657 -0.946 -2.967
H -2.524 -1.461 -1.237
H -1.488 -3.734 -3.276
C -2.197 -3.772 1.243
C -1.899 -2.631 2.240
C -0.435 -2.230 2.125
C -2.777 -1.406 1.923
C -4.160 -1.348 2.573
C -4.078 -1.668 4.075
C -3.407 -3.016 4.317
C -3.151 -3.118 5.821
C -4.309 -4.173 3.870
N -2.106 -3.002 3.658
O -1.472 -4.259 3.919
H -2.298 -3.385 0.232
H -1.394 -4.506 1.326
H -3.111 -4.269 1.571
H 0.246 -2.909 2.647
H -0.177 -2.317 1.067
H -0.193 -1.252 2.540
H -2.240 -0.496 2.171
H -3.029 -1.462 0.861
H -4.496 -0.309 2.505
H -4.928 -1.988 2.137
H -5.077 -1.744 4.504
H -3.451 -0.886 4.512
H -4.091 -2.962 6.356
H -2.444 -2.352 6.142
H -2.758 -4.095 6.102
H -4.843 -3.951 2.945
H -5.100 -4.368 4.605
H -3.761 -5.113 3.817
H -0.577 -4.006 4.163
C 7.246 0.032 -4.292
C 8.463 0.982 -4.158
C 9.724 0.119 -4.263
C 8.477 1.926 -5.362
C 7.521 3.120 -5.251
C 7.739 3.788 -3.899
C 7.573 2.868 -2.692
C 8.016 3.656 -1.460
C 6.081 2.502 -2.589
N 8.441 1.737 -2.932
O 8.655 0.914 -1.803
H 6.943 -0.351 -3.313
H 6.368 0.549 -4.687
H 7.437 -0.855 -4.899
H 9.847 -0.174 -5.310
H 10.621 0.714 -4.067
H 9.681 -0.781 -3.657
H 9.475 2.344 -5.518
H 8.183 1.341 -6.236
H 7.838 3.821 -6.025
H 6.477 2.846 -5.390
H 7.053 4.637 -3.776
H 8.722 4.271 -3.949
H 7.268 4.423 -1.271
H 9.006 4.089 -1.603
H 8.070 2.995 -0.593
H 5.558 2.455 -3.545
H 5.494 3.158 -1.944
H 5.991 1.483 -2.197
H 9.491 1.218 -1.437
C -0.489 3.592 4.758
C -1.739 3.270 3.907
C -1.806 1.758 3.730
C -2.986 3.718 4.669
C -3.107 5.238 4.659
C -3.273 5.711 3.229
C -2.093 5.320 2.347
C -2.540 5.494 0.899
C -0.902 6.297 2.608
N -1.717 3.957 2.628
O -0.820 3.426 1.699
H 0.428 3.237 4.280
H -0.567 3.064 5.717
H -0.369 4.630 5.069
H -2.786 1.456 3.352
H -1.629 1.278 4.692
H -1.061 1.387 3.025
H -3.843 3.339 4.104
H -2.977 3.367 5.700
H -2.209 5.666 5.127
H -3.888 5.624 5.320
H -3.423 6.792 3.211
H -4.161 5.250 2.787
H -1.805 5.092 0.201
H -3.450 4.922 0.691
H -2.728 6.548 0.703
H -0.607 6.871 1.727
H -1.151 7.053 3.359
H -0.015 5.786 2.987
H 0.075 3.702 1.960
C -0.520 0.729 -0.062
O 0.801 0.757 0.456
C 1.777 1.018 -0.526
C 1.858 0.017 -1.674
C 2.084 -1.398 -1.180
N 2.968 0.373 -2.585
H -0.627 -0.102 -0.762
H -0.697 1.684 -0.577
H -1.219 0.657 0.761
H 1.588 2.031 -0.927
H 2.751 1.041 -0.029
H 0.965 0.075 -2.299
H 3.014 -1.445 -0.603
H 2.270 -2.022 -2.059
H 1.269 -1.795 -0.583
H 3.850 0.081 -2.167
H 3.058 1.387 -2.617
*
```

Atomic partial charges in e from the Löwdin method, atoms 1 to 2: C -0.029; C -0.503

=====

# 2
Formula: C24H60O12
Source: OMol25
Level of theory: ωB97M-V with the def2-TZVPD basis set

The calculation puts the HOMO energy at -8.8 eV. Its SMILES is CC(C)=O.CC(C)=O.CC(C)=O.CC(C)=O.CC(C)=O.CC(C)=O.CO.CO.CO.CO.CO.CO. As for the gap between HOMO and LUMO: 8.592 eV. The energy relative to the best compared isomer or geometry (same formula, charge and spin) comes out at 1.4 kJ/mol. As for the LUMO energy: -0.2 eV.

Geometry as ORCA input:
```
! RIJCOSX wB97M-V def2-TZVPD def2/J DEFGRID3
* xyz 0 1
C -3.124 -0.838 2.121
C -2.451 -2.002 2.790
C -2.501 -2.113 4.269
O -1.929 -2.923 2.150
H -2.803 -0.662 1.095
H -2.981 0.060 2.722
H -4.193 -1.030 2.032
H -3.470 -1.771 4.632
H -1.612 -1.557 4.567
H -2.385 -3.186 4.421
C -0.027 2.092 2.467
C -0.023 1.762 3.977
C 0.996 2.552 4.764
O -0.703 0.971 4.608
H 0.983 2.025 2.063
H -0.481 3.053 2.229
H -0.606 1.318 1.964
H 2.022 2.349 4.458
H 0.849 2.346 5.824
H 0.884 3.633 4.683
C 1.227 -1.816 2.181
C 1.440 -2.251 3.642
C 2.041 -1.301 4.650
O 1.203 -3.409 3.998
H 2.152 -1.386 1.797
H 0.374 -1.140 2.115
H 0.963 -2.672 1.560
H 3.119 -1.200 4.531
H 1.765 -1.652 5.645
H 1.526 -0.351 4.501
C -2.900 -1.373 -3.457
C -2.720 -0.270 -4.478
C -2.088 -0.648 -5.842
O -3.259 0.834 -4.368
H -3.607 -2.100 -3.856
H -3.341 -0.991 -2.536
H -1.952 -1.807 -3.140
H -2.244 -1.693 -6.110
H -1.001 -0.566 -5.844
H -2.501 -0.013 -6.626
C -5.124 3.244 -2.680
C -5.295 2.305 -1.491
C -4.080 1.729 -0.868
O -6.382 2.073 -1.037
H -6.118 3.618 -2.923
H -4.581 2.712 -3.461
H -4.509 4.087 -2.362
H -3.181 2.345 -0.887
H -3.850 0.778 -1.348
H -4.373 1.461 0.148
C 5.025 1.775 3.545
C 4.145 1.297 2.350
C 4.583 1.626 0.931
O 3.166 0.627 2.545
H 4.491 2.465 4.199
H 5.910 2.284 3.165
H 5.172 0.850 4.101
H 5.536 1.147 0.704
H 4.700 2.693 0.744
H 3.826 1.178 0.288
C 2.395 1.843 -2.062
O 1.598 2.253 -0.914
H 2.516 2.644 -2.792
H 3.423 1.658 -1.749
H 2.043 0.946 -2.571
H 1.967 3.057 -0.542
C 1.635 -2.735 -4.038
O 0.966 -2.182 -5.081
H 2.681 -2.432 -4.057
H 1.205 -2.541 -3.055
H 1.709 -3.818 -4.138
H 0.228 -2.767 -5.271
C -0.394 -4.505 -0.367
O -1.698 -3.948 -0.377
H -0.317 -4.944 0.627
H -0.231 -5.303 -1.091
H 0.293 -3.663 -0.450
H -1.808 -3.573 0.500
C -0.400 -0.324 -0.961
O 0.877 -0.316 -0.400
H -1.033 -1.079 -0.493
H -0.786 0.682 -0.798
H -0.382 -0.581 -2.020
H 1.221 0.576 -0.484
C 3.858 -1.842 -1.219
O 2.830 -2.301 -0.327
H 3.614 -0.805 -1.448
H 4.878 -1.875 -0.837
H 3.833 -2.413 -2.148
H 2.152 -1.622 -0.295
C -0.954 3.664 -2.463
O -0.730 3.610 -1.069
H -1.890 4.176 -2.683
H -0.104 4.143 -2.949
H -0.968 2.660 -2.886
H 0.069 3.092 -0.952
*
```

Atomic partial charges in e from the Löwdin method, atoms 1 to 2: C -0.008; C -0.458

=====

# 3
Formula: C4H13N2
Source: OMol25
Level of theory: ωB97M-V with the def2-TZVPD basis set

The calculation puts the HOMO energy at -12.9 eV. Its SMILES is CNC[C@@H](C)[NH3+]. As for the gap between HOMO and LUMO: 9.304 eV. The energy relative to the best compared isomer or geometry (same formula, charge and spin) comes out at 258.3 kJ/mol. As for the LUMO energy: -3.6 eV.

Geometry as ORCA input:
```
! RIJCOSX wB97M-V def2-TZVPD def2/J DEFGRID3
* xyz 1 1
C 0.756 2.379 -0.675
N -0.456 1.450 -0.623
C -0.174 -0.001 -0.895
C 0.156 -0.677 0.541
C -1.123 -0.579 1.471
N 0.390 -2.246 0.088
H 0.627 3.363 -0.225
H 1.789 2.081 -0.263
H 0.881 2.787 -1.679
H -1.017 1.808 -1.397
H 0.812 -0.211 -1.449
H -1.081 -0.510 -1.292
H 1.072 -0.189 1.010
H -2.016 -0.926 0.981
H -1.142 0.432 1.947
H -0.921 -1.273 2.279
H -0.025 -2.695 0.905
H 0.047 -2.445 -0.881
H 1.425 -2.547 0.158
*
```

Atomic partial charges in e from the Löwdin method, atoms 1 to 2: C -0.111; N -0.097